1.
The following is a DFT calculation (ωB97M-V/def2-TZVPD) of C7H12BrNO2S in the gas phase.

Geometry (Å):
C: -3.880 0.598 0.218
O: -2.577 0.302 0.580
C: -1.671 0.847 -0.239
O: -1.873 1.522 -1.207
C: -0.298 0.560 0.415
C: 0.619 1.733 0.158
S: 2.378 1.210 0.242
C: 1.985 -0.504 -0.091
C: 2.263 -0.921 -1.472
C: 2.205 -1.512 1.008
N: 0.255 -0.524 -0.341
Br: -0.584 -2.098 0.074
H: -3.949 1.517 -0.301
H: -4.530 0.570 1.216
H: -4.349 -0.198 -0.469
H: -0.530 0.356 1.518
H: 0.358 2.082 -0.802
H: 0.507 2.462 0.945
H: 3.215 -0.555 -1.800
H: 1.593 -0.278 -2.039
H: 2.127 -1.994 -1.624
H: 3.247 -1.522 1.237
H: 1.934 -2.556 0.878
H: 1.553 -1.096 1.898

Atomic forces in eV per Å
-3.917 -2.221 1.441
0.234 0.160 -0.476
1.230 0.428 1.379
-0.228 -0.372 -0.078
-0.769 0.160 0.737
0.379 -0.470 1.210
-0.705 -0.242 0.267
-3.883 -2.027 -0.242
0.829 0.608 -1.105
-1.007 1.671 2.147
2.322 0.875 0.732
-0.312 -0.938 0.042
-0.134 1.067 -0.234
1.420 0.290 -2.200
0.917 0.964 0.956
0.695 0.168 -1.251
0.039 0.830 -1.036
-0.207 0.489 -0.084
1.079 -0.429 -0.094
-0.128 -0.626 -0.586
-0.073 0.248 -0.219
0.830 0.192 0.672
-0.266 0.188 -0.715
1.656 -1.012 -1.262

Output
Relative energy (zero: lowest compared OMol25 entry of this formula, charge and spin) = 0.00 kJ/mol
Total energy = -3451.274367 Ha
Strongest force on any atom = 0.09195 hartree/bohr
Kohn-Sham gap = 9.5 eV
LUMO energy = 0.53 eV

***

2.
The following is a DFT calculation (ωB97M-V/def2-TZVPD) of a gas-phase ion, C7H12ClN6 (charge +1).

Geometry (Å):
H: 0.413 -2.808 -1.456
N: -0.028 -2.607 -0.585
C: -0.248 -1.608 0.084
Cl: -1.083 -1.961 1.622
C: 0.108 -0.103 -0.149
N: -0.605 0.834 0.706
N: -1.755 1.388 0.411
N: -3.043 0.434 0.350
C: -3.838 0.326 -0.581
N: -4.201 0.135 -1.702
C: 1.682 0.116 0.026
C: 2.124 -0.479 1.374
C: 2.058 1.557 -0.206
C: 2.293 -0.674 -1.019
N: 2.929 -1.235 -1.787
H: -0.244 0.062 -1.119
H: -0.345 0.485 1.600
H: -1.629 1.760 -0.529
H: -3.139 -0.221 1.131
H: -4.933 0.649 -2.200
H: 3.290 -0.529 1.477
H: 1.807 -1.437 1.465
H: 2.014 0.194 2.254
H: 1.429 1.914 -1.066
H: 1.900 2.112 0.650
H: 3.046 1.697 -0.752

Atomic forces in eV per Å
0.463 0.789 -0.588
-0.452 -0.745 0.477
0.240 0.265 -0.232
-0.270 0.452 0.489
0.343 -0.737 0.864
1.526 -1.746 -0.726
0.567 1.399 0.793
0.324 -1.170 1.878
0.524 -0.326 -2.549
-1.044 0.739 -0.028
-1.032 -0.786 0.261
4.050 3.490 0.556
0.464 -0.177 -4.092
0.621 -0.223 -0.171
-0.020 -0.363 -0.477
0.055 0.485 -1.952
-1.079 0.888 1.852
-0.806 -0.176 -0.252
0.248 0.501 0.210
0.101 -0.373 0.193
-1.886 -0.075 -0.924
-1.157 -2.771 0.783
-1.047 -0.503 -0.545
-0.008 0.061 1.005
-0.014 1.480 1.554
-0.710 -0.383 1.621

Output
Total charge = +1
Relative energy (zero: lowest compared OMol25 entry of this formula, charge and spin) = 46.03 kJ/mol
Total energy = -1062.223525 Ha
Strongest force on any atom = 0.10453 hartree/bohr
Kohn-Sham gap = 8.5 eV
LUMO energy = -4.84 eV

***

3.
The following is a DFT calculation (ωB97M-V/def2-TZVPD) of C7H12ClNO2 in the gas phase.

Geometry (Å):
C: 2.373 -1.110 -0.300
C: 1.066 -0.496 -0.646
C: -0.112 -1.412 -0.451
O: -0.333 -2.504 -0.946
N: -0.739 -0.584 0.404
O: -1.923 -0.649 1.124
C: -3.066 -0.416 0.283
Cl: -3.400 1.319 -0.098
C: 0.374 0.560 0.175
C: 1.053 1.050 1.417
C: -0.215 1.459 -0.787
H: 3.278 -0.577 -0.532
H: 2.504 -1.946 -0.872
H: 2.414 -1.337 0.758
H: 1.153 -0.185 -1.760
H: -3.919 -0.937 0.731
H: -2.821 -0.872 -0.705
H: 1.696 1.809 1.191
H: 1.472 0.312 1.979
H: 0.231 1.452 2.140
H: -0.848 2.070 -0.250
H: -0.837 1.003 -1.501
H: 0.600 1.992 -1.353

Atomic forces in eV per Å
0.306 1.290 1.906
0.741 0.250 -2.705
-0.085 -2.584 -1.123
-0.382 0.799 0.653
1.308 1.603 0.857
-0.490 0.315 -0.747
1.297 -0.949 -1.162
-0.210 -0.574 0.573
-0.692 -2.779 0.587
-5.143 0.980 0.674
1.688 2.457 -0.981
0.096 1.096 -0.050
-0.014 -2.701 -1.197
0.121 -0.429 0.213
-0.460 -0.452 1.732
0.190 0.627 0.138
-0.436 0.304 0.731
1.887 2.051 -0.473
1.524 -2.225 1.163
1.307 -0.255 -1.313
-1.197 2.211 0.733
-0.482 -1.022 -0.922
-0.874 -0.016 0.712

Output
Relative energy (zero: lowest compared OMol25 entry of this formula, charge and spin) = 0.00 kJ/mol
Total energy = -939.239482 Ha
Strongest force on any atom = 0.10265 hartree/bohr
Kohn-Sham gap = 10.4 eV
LUMO energy = 0.72 eV

***

4.
The following is a DFT calculation (ωB97M-V/def2-TZVPD) of 2 unconnected molecules or ions with the total composition C7H12IN3O4P.

Geometry (Å):
N: 2.287 -0.921 1.577
P: 1.626 -2.237 1.150
O: 2.289 -2.859 -0.195
O: 1.725 -3.380 2.273
C: -0.176 -2.059 0.810
C: -1.175 -2.577 1.553
N: -2.316 -2.172 0.871
I: -4.206 -2.642 1.499
C: -2.009 -1.465 -0.181
N: -0.682 -1.356 -0.262
H: 1.610 -0.165 1.598
H: 1.769 -2.490 -0.923
H: 1.793 -4.219 1.782
H: -1.113 -3.179 2.444
H: -2.686 -1.030 -0.903
H: -0.151 -0.868 -0.987
O: 1.331 0.513 -1.421
C: 0.711 1.516 -1.178
O: -0.248 1.543 -0.234
C: -0.908 2.829 -0.234
C: 0.096 3.776 -0.875
C: 0.820 2.858 -1.860
H: -1.831 2.748 -0.811
H: -1.155 3.111 0.787
H: -0.370 4.643 -1.339
H: 0.800 4.136 -0.123
H: 0.309 2.807 -2.823
H: 1.860 3.139 -1.998

Atomic forces in eV per Å
-0.871 -0.063 -0.041
0.978 1.586 0.485
-1.214 -0.503 0.931
-0.135 -0.295 -1.785
2.422 -0.492 0.053
-0.090 0.591 -1.103
-1.224 -0.928 1.542
0.060 0.094 -0.133
0.430 0.919 -1.357
-0.811 -0.869 0.596
0.375 0.216 0.174
0.564 -0.088 -0.391
0.079 -0.245 0.611
-0.352 0.063 -0.070
-0.111 -0.113 0.253
0.185 0.242 0.317
-0.450 -0.452 0.070
0.273 0.152 -0.504
-0.153 -0.084 0.115
-0.103 0.486 0.039
0.075 0.059 -0.120
-0.021 0.348 0.561
0.042 -0.065 -0.027
0.039 -0.236 0.047
-0.059 -0.055 0.003
-0.038 -0.008 0.007
0.106 -0.079 -0.047
0.006 -0.181 -0.227

Output
Total charge = +1
Total energy = -1378.024108 Ha
Strongest force on any atom = 0.04806 hartree/bohr
Kohn-Sham gap = 7.4 eV
LUMO energy = -4.81 eV